Entry 1:
{"formula": "C4H12", "method": "the ωB97M-V functional and the def2-TZVPD basis", "elements": ["C", "C", "H", "H", "H", "H", "H", "H", "C", "C", "H", "H", "H", "H", "H", "H"], "xyz": [[-0.105, 1.696, 1.577], [-0.942, 0.581, 2.220], [-0.420, 1.997, 0.538], [-0.368, 2.586, 2.168], [0.937, 1.459, 1.737], [-0.923, 0.831, 3.359], [-0.526, -0.350, 2.103], [-1.982, 0.520, 1.888], [0.395, -0.840, -1.339], [0.766, -1.470, -2.673], [-0.012, -1.568, -0.683], [1.292, -0.463, -0.815], [-0.482, -0.072, -1.417], [-0.161, -1.375, -3.063], [0.940, -2.513, -2.433], [1.591, -1.018, -3.166]], "e_tot_ev": -4329.8435, "homo_energy_ev": [-16.80, -15.20], "spin_multiplicity": 2, "s_squared": 0.75, "lumo_energy_ev": [-2.882, -11.791], "relative_energy_ev": 1.388, "charge": 1, "max_force_ev_per_a": 3.79, "orbital_gap_ev": [13.923, 3.405]}



Entry 2:
{"formula": "C4H12", "method": "the ωB97M-V functional and the def2-TZVPD basis", "elements": ["C", "C", "H", "H", "H", "H", "H", "H", "C", "C", "H", "H", "H", "H", "H", "H"], "xyz": [[-0.940, 1.274, 1.487], [-2.179, 0.488, 1.158], [-0.096, 0.555, 1.778], [-0.563, 2.003, 0.835], [-0.994, 2.042, 2.338], [-3.127, 1.145, 0.867], [-2.618, -0.162, 1.982], [-2.061, -0.075, 0.165], [0.887, -0.667, -1.465], [2.241, -1.121, -1.211], [0.553, -0.123, -0.503], [0.777, 0.022, -2.304], [0.085, -1.360, -1.567], [2.711, -1.752, -1.945], [2.328, -1.816, -0.283], [2.949, -0.326, -1.177]], "e_tot_ev": -4330.1710, "homo_energy_ev": [-16.77, -14.99], "spin_multiplicity": 2, "s_squared": 0.75, "lumo_energy_ev": [-2.858, -11.395], "relative_energy_ev": 1.061, "charge": 1, "max_force_ev_per_a": 3.01, "orbital_gap_ev": [13.907, 3.592]}



Entry 3:
{"formula": "C4H12", "method": "the ωB97M-V functional and the def2-TZVPD basis", "elements": ["C", "C", "H", "H", "H", "H", "H", "H", "C", "C", "H", "H", "H", "H", "H", "H"], "xyz": [[-1.083, 0.990, 1.513], [-0.067, 0.159, 2.333], [-0.408, 1.306, 0.553], [-1.968, 0.713, 1.033], [-1.182, 1.918, 2.062], [-0.357, -0.899, 1.874], [-0.346, 0.070, 3.457], [0.948, 0.216, 1.968], [0.025, -1.044, -1.956], [1.178, -0.099, -1.823], [0.030, -1.993, -2.437], [-0.473, -1.269, -0.959], [-0.897, -0.654, -2.420], [1.528, -0.175, -0.898], [0.764, 1.019, -2.087], [2.042, -0.285, -2.552]], "e_tot_ev": -4329.3567, "homo_energy_ev": [-15.43, -14.90], "spin_multiplicity": 2, "s_squared": 0.75, "lumo_energy_ev": [-3.357, -11.247], "relative_energy_ev": 1.875, "charge": 1, "max_force_ev_per_a": 6.11, "orbital_gap_ev": [12.075, 3.655]}



Entry 4:
{"formula": "C4H12", "method": "the ωB97M-V functional and the def2-TZVPD basis", "elements": ["C", "C", "H", "H", "H", "H", "H", "H", "C", "C", "H", "H", "H", "H", "H", "H"], "xyz": [[0.072, -1.433, 1.211], [-0.313, -0.367, 2.168], [-0.566, -1.571, 0.332], [1.118, -1.186, 0.790], [0.207, -2.428, 1.663], [-0.570, 0.578, 1.685], [-1.271, -0.711, 2.635], [0.408, -0.189, 2.966], [0.808, 0.671, -1.644], [-0.576, 1.172, -1.710], [1.079, 0.033, -2.514], [1.543, 1.475, -1.625], [0.947, -0.075, -0.805], [-0.683, 1.941, -2.497], [-0.881, 1.699, -0.776], [-1.322, 0.392, -1.879]], "e_tot_ev": -4331.0216, "homo_energy_ev": [-17.12, -15.80], "spin_multiplicity": 2, "s_squared": 0.75, "lumo_energy_ev": [-2.868, -11.311], "relative_energy_ev": 0.210, "charge": 1, "max_force_ev_per_a": 1.42, "orbital_gap_ev": [14.257, 4.493]}



Entry 5:
{"formula": "C4H12BClO4P", "method": "the ωB97M-V functional and the def2-TZVPD basis", "elements": ["O", "P", "B", "Cl", "H", "H", "H", "H", "C", "C", "O", "C", "O", "O", "C", "H", "H", "H", "H", "H", "H", "H", "H"], "xyz": [[-0.777, -4.027, 1.193], [-1.649, -3.162, 0.317], [-3.581, -3.432, 0.257], [-4.460, -1.827, 0.814], [-1.181, -3.181, -1.033], [-1.412, -1.774, 0.559], [-3.822, -4.329, 1.023], [-3.893, -3.680, -0.885], [0.596, 0.946, 1.970], [1.330, 0.196, 0.882], [1.008, 0.722, -0.425], [1.654, 1.819, -0.776], [2.506, 2.396, -0.144], [1.218, 2.197, -1.983], [1.842, 3.375, -2.491], [-0.478, 0.915, 1.787], [0.789, 0.467, 2.931], [0.927, 1.982, 2.024], [1.009, -0.843, 0.846], [2.411, 0.240, 1.015], [2.925, 3.266, -2.500], [1.578, 4.240, -1.883], [1.460, 3.494, -3.501]], "e_tot_ev": -35023.4192, "homo_energy_ev": -4.80, "lumo_energy_ev": 2.640, "charge": -1, "max_force_ev_per_a": 0.23, "orbital_gap_ev": 7.443}



Entry 6:
{"formula": "C4H12BCs3O2S", "method": "the ωB97M-V functional and the def2-TZVPD basis", "elements": ["Cs", "Cs", "Cs", "B", "H", "H", "H", "H", "C", "C", "C", "S", "O", "O", "C", "H", "H", "H", "H", "H", "H", "H", "H"], "xyz": [[-3.355, -0.755, -2.305], [0.370, 2.336, -3.343], [-2.533, 5.492, -1.015], [-1.982, 2.183, -1.345], [-2.904, 1.993, -1.872], [-2.141, 2.187, -0.278], [-1.144, 1.509, -1.435], [-1.555, 3.116, -1.679], [0.582, -2.414, 0.781], [0.122, -1.424, 1.784], [0.401, -0.076, 1.322], [2.084, -0.209, 0.605], [3.055, -0.408, 1.720], [2.377, 0.758, -0.446], [1.812, -1.936, -0.083], [-0.346, -2.555, 0.227], [0.873, -3.336, 1.284], [0.738, -1.532, 2.677], [-0.908, -1.614, 2.086], [0.292, 0.679, 2.101], [-0.175, 0.237, 0.451], [2.761, -2.471, -0.103], [1.577, -1.762, -1.133]], "e_tot_ev": -21563.6689, "homo_energy_ev": [-19.06, -19.06], "spin_multiplicity": 2, "s_squared": 0.76, "lumo_energy_ev": [-8.622, -14.073], "charge": 3, "max_force_ev_per_a": 4.45, "orbital_gap_ev": [10.440, 4.989]}



Entry 7:
{"formula": "C4H12BrN2", "method": "the ωB97M-V functional and the def2-TZVPD basis", "elements": ["C", "C", "C", "C", "N", "N", "Br", "H", "H", "H", "H", "H", "H", "H", "H", "H", "H", "H", "H"], "xyz": [[0.827, -1.862, -1.649], [-1.282, 2.186, 2.666], [0.856, -0.350, -1.797], [-0.595, 0.015, 0.301], [-0.092, 1.785, 1.987], [0.685, 0.170, -0.393], [0.717, 3.041, 1.033], [1.305, -2.337, -2.404], [1.236, -2.209, -0.634], [-0.193, -2.000, -1.848], [-2.027, 2.131, 1.941], [-1.567, 1.534, 3.564], [-1.125, 3.188, 3.075], [0.273, 0.220, -2.449], [1.782, -0.115, -2.137], [-1.380, 0.707, -0.017], [-0.543, -0.487, 1.220], [1.131, 1.213, -0.248], [1.484, -0.249, 0.117]], "e_tot_ev": -77352.9714, "homo_energy_ev": [-13.40, -12.97], "lumo_energy_ev": [-4.584, -4.712], "relative_energy_ev": 5.127, "charge": 1, "max_force_ev_per_a": 3.96, "orbital_gap_ev": [8.816, 8.261]}



Entry 8:
{"formula": "C4H12BrN2", "method": "the ωB97M-V functional and the def2-TZVPD basis", "elements": ["C", "C", "C", "C", "N", "N", "Br", "H", "H", "H", "H", "H", "H", "H", "H", "H", "H", "H", "H"], "xyz": [[2.213, -1.245, -1.249], [-2.765, 1.212, 0.068], [1.305, -1.353, -0.049], [-0.414, -0.017, 1.251], [-1.577, 1.797, 0.597], [0.758, 0.063, 0.299], [-0.586, 2.608, -0.720], [3.034, -2.011, -1.046], [1.780, -1.329, -2.229], [2.703, -0.214, -1.076], [-2.588, 0.780, -0.922], [-3.054, 0.524, 0.825], [-3.491, 1.916, 0.076], [1.801, -1.703, 0.880], [0.297, -1.730, -0.111], [-1.096, -0.779, 0.998], [-0.374, 0.153, 2.291], [0.609, 0.587, -0.632], [1.445, 0.742, 0.750]], "e_tot_ev": -77353.8136, "homo_energy_ev": [-13.16, -13.34], "lumo_energy_ev": [-4.671, -4.668], "relative_energy_ev": 4.285, "charge": 1, "max_force_ev_per_a": 4.31, "orbital_gap_ev": [8.491, 8.677]}